No. 1
{
  "formula": "C22H43FN3O6P2S3",
  "method": "ωB97M-V/def2-TZVPD",
  "elements": ["C", "C", "C", "O", "C", "C", "C", "N", "C", "C", "O", "C", "O", "C", "C", "C", "P", "S", "N", "C", "C", "N", "C", "C", "C", "C", "O", "P", "S", "C", "C", "C", "F", "S", "C", "O", "O", "H", "H", "H", "H", "H", "H", "H", "H", "H", "H", "H", "H", "H", "H", "H", "H", "H", "H", "H", "H", "H", "H", "H", "H", "H", "H", "H", "H", "H", "H", "H", "H", "H", "H", "H", "H", "H", "H", "H", "H", "H", "H", "H"],
  "positions_angstrom": [[-2.36881, -0.71432, -2.74106], [-1.32229, 0.32763, -2.93242], [0.09859, 0.25552, -2.05236], [0.20356, -1.13645, -1.64032], [1.41446, -1.46324, -0.90617], [2.77237, -1.69272, -1.84269], [2.42380, -1.99822, -3.43267], [2.67269, -0.84751, -4.37321], [1.16237, -3.04021, -0.38667], [-0.21570, -3.35717, 0.36573], [-1.44469, -3.37910, -0.44032], [-1.48776, -4.49930, -1.38730], [-0.64721, -5.53320, -1.45578], [-2.74503, -4.51872, -2.48856], [-4.16427, -4.42381, -1.65987], [1.60754, -0.40690, 0.35101], [3.14260, -1.00041, 1.26314], [3.89994, 0.08410, 2.67189], [1.41410, 1.06488, 0.06246], [1.33582, 1.93743, 1.33775], [0.73186, 1.38110, 2.70447], [-0.43407, 2.25344, 3.22508], [-1.12650, 1.60934, 4.40038], [-2.78751, 1.75948, 4.26955], [0.04099, 3.59636, 3.71337], [1.16619, 3.91426, 4.85678], [-0.55502, 4.68295, 3.14642], [2.95223, 1.77282, -0.61202], [3.34132, 1.77492, -2.45579], [0.16816, 1.36941, -0.80516], [-1.25219, 1.40158, 0.01084], [-1.78086, 0.11565, 0.83963], [-3.27857, -0.08987, 0.68800], [0.14083, 3.01268, -1.68673], [-1.57316, 3.87858, -1.77418], [0.45849, 2.94772, -3.23397], [0.94958, 4.18995, -1.13425], [-2.56420, -1.53148, -3.58528], [-3.06713, -0.76866, -1.80162], [-1.48348, 1.23178, -3.69411], [0.91532, 0.42008, -2.87232], [3.60451, -0.88982, -1.67131], [3.33178, -2.69833, -1.50282], [1.33308, -2.37970, -3.62150], [3.13236, -2.88209, -3.81312], [3.29995, -1.10231, -5.17126], [1.74930, -0.47085, -4.72820], [1.17183, -3.66354, -1.40662], [2.05922, -3.46152, 0.23462], [-0.12746, -4.44386, 0.85431], [-0.44893, -2.64631, 1.29671], [-2.63961, -3.70326, -3.32083], [-2.74262, -5.57520, -3.04034], [-4.43170, -5.42130, -1.10053], [-4.03085, -3.56923, -0.86297], [-5.05095, -4.16997, -2.38085], [0.73750, -0.83765, 1.05281], [2.82857, -2.29101, 1.89852], [4.29974, -1.32189, 0.41125], [2.41945, 2.34291, 1.65441], [0.75118, 2.95699, 1.11400], [1.53199, 1.46657, 3.59212], [0.34272, 0.29427, 2.79001], [-0.93140, 0.46587, 4.54234], [-0.87311, 2.11406, 5.45170], [-3.20030, 2.20964, 5.29526], [-3.24227, 0.65656, 4.22513], [-3.08793, 2.41757, 3.34473], [2.20858, 4.01092, 4.28372], [1.22710, 3.07840, 5.67348], [0.97767, 4.99918, 5.31697], [4.15422, 1.22794, 0.03429], [3.09985, 3.18800, -0.20567], [-2.20025, 1.56739, -0.70087], [-1.32884, 2.34004, 0.74852], [-1.33340, -0.86541, 0.40827], [-1.67702, 0.19451, 2.02710], [-1.79162, 4.19066, -0.64468], [-1.44201, 4.90790, -2.35669], [-2.39464, 3.18352, -2.23365]],
  "atomic_forces_ev_per_a": [[1.2, 1.4, -0.6], [-1.4, -1.2, 0.6], [-1.4, 0.5, -1.4], [1.0, 1.4, 1.3], [1.0, -1.5, -0.5], [0.6, -0.9, -0.3], [0.6, -0.9, -1.0], [-1.1, -0.4, -0.1], [-0.5, 0.0, -1.1], [0.2, -1.4, 2.0], [1.4, -2.5, -2.1], [2.3, -4.2, -1.4], [-4.4, 6.8, 1.3], [-0.5, -0.8, 0.8], [0.2, 0.6, 0.1], [-2.2, -3.9, -0.1], [2.0, -0.7, 1.3], [-0.2, 0.6, 0.3], [-0.5, 1.1, 1.7], [0.3, 2.9, 3.0], [0.1, 0.1, 2.8], [1.5, 0.2, 0.9], [-2.1, -0.2, 1.7], [0.1, -0.7, 0.9], [-2.8, 6.3, -2.6], [0.3, 0.1, -0.7], [3.7, -6.9, 3.3], [4.2, 2.8, -1.5], [-0.5, -0.5, -0.7], [-2.2, -2.7, -0.9], [-2.3, 0.8, 1.3], [-0.7, -1.2, 0.7], [3.2, 1.0, -0.1], [1.8, 7.2, -7.0], [-1.2, 0.3, 1.7], [-1.3, -1.5, 5.3], [-1.4, -4.1, 0.6], [-0.6, 2.9, 1.2], [2.5, -0.9, -1.0], [1.4, -2.9, 0.7], [-1.3, 0.4, 1.8], [-1.8, -1.2, -0.9], [-1.5, 2.2, -0.4], [2.0, 0.6, 1.0], [-1.5, 1.8, 1.2], [-1.1, 0.3, 1.1], [1.8, -0.7, 0.3], [-0.1, 1.4, 2.3], [-1.8, 1.0, -1.1], [0.0, 2.3, -1.1], [0.5, -1.3, -2.2], [-0.1, -1.3, 1.9], [0.5, 2.4, 1.4], [0.8, 1.9, -1.2], [-0.6, -1.7, -1.6], [1.8, -0.4, 1.4], [1.8, 1.6, -1.3], [-0.3, 1.1, -1.2], [-1.7, 0.1, 0.0], [-2.3, -1.4, -1.0], [1.2, -2.4, 0.0], [-1.2, -0.5, -2.4], [0.8, 1.8, -0.6], [0.1, 2.1, -0.6], [-0.1, -1.0, -2.4], [0.8, -0.8, -2.5], [0.8, 2.5, -0.2], [0.6, -1.4, 1.9], [-2.2, -0.4, 1.3], [0.0, 1.7, -1.6], [0.1, -2.7, -1.1], [-1.8, -0.2, 0.4], [-1.0, -1.6, 0.3], [2.6, -0.4, 1.0], [0.5, -2.0, -1.5], [-0.9, 1.7, 0.8], [-0.1, 0.0, -2.8], [0.2, -0.8, -2.5], [0.4, -2.7, 1.0], [1.7, 1.4, 0.9]],
  "smiles": "C=C[C@@H]1O[C@](CCN)(CCOC(=O)CC)[C@@H]([PH2]=S)[N@@+](CCN(CC)C(C)=O)([PH2]=S)[C@@]1(CCF)S(C)(=O)=O",
  "charge": 1,
  "e_lumo_ha": -0.1296
}

No. 2
{
  "formula": "C22H43MnN2OP2",
  "method": "ωB97M-V/def2-TZVPD",
  "elements": ["Mn", "P", "P", "N", "C", "H", "H", "C", "H", "H", "C", "H", "H", "C", "H", "H", "C", "C", "H", "H", "H", "C", "C", "H", "H", "H", "C", "C", "H", "H", "H", "C", "C", "H", "H", "H", "C", "O", "C", "H", "H", "H", "C", "H", "H", "H", "C", "H", "H", "H", "C", "H", "H", "H", "H", "H", "H", "H", "H", "H", "C", "C", "C", "N", "C", "C", "H", "H", "H", "H", "H"],
  "positions_angstrom": [[-0.33875, 0.42308, 0.10257], [0.27195, 1.16201, 2.09552], [-1.52101, -0.07114, -1.82197], [-2.29002, 2.02658, 0.46286], [-1.12248, 2.30080, 2.63514], [-1.29759, 2.17314, 3.71458], [-0.79239, 3.33488, 2.45513], [-2.47113, 2.18943, 1.92067], [-3.11056, 1.40913, 2.36634], [-3.03925, 3.12723, 2.03783], [-3.47313, 1.49310, -0.30138], [-4.17806, 2.33578, -0.40392], [-4.07278, 0.76343, 0.25370], [-3.07874, 0.98113, -1.67949], [-2.87588, 1.89686, -2.24422], [-3.93146, 0.45811, -2.14711], [-2.31743, -1.71273, -2.23193], [-1.36461, -2.90248, -2.18196], [-1.92811, -3.81244, -2.42495], [-0.94201, -3.05052, -1.18394], [-0.54900, -2.82412, -2.91076], [-0.69297, 0.56640, -3.39563], [0.40881, -0.36269, -3.90177], [0.88455, 0.08954, -4.78291], [0.02740, -1.34315, -4.21529], [1.19915, -0.51792, -3.15965], [1.77637, 2.24675, 2.01481], [3.05141, 1.42250, 1.87732], [3.87978, 2.07863, 1.57946], [2.96243, 0.64604, 1.11132], [3.35027, 0.94008, 2.81610], [0.43037, 0.06892, 3.58948], [1.41000, -1.07649, 3.37200], [1.14153, -1.87495, 4.07467], [2.44499, -0.78343, 3.59268], [1.36050, -1.49389, 2.36082], [-0.50846, -1.21104, 0.68564], [-0.69931, -2.28726, 1.13408], [-1.62150, 0.96516, -4.54786], [-2.10740, 0.09799, -5.00824], [-2.39774, 1.67622, -4.25002], [-1.01399, 1.44703, -5.32741], [1.91991, 3.28998, 3.12620], [2.77494, 3.93636, 2.88361], [1.03709, 3.92829, 3.21508], [2.11930, 2.83586, 4.10342], [0.71168, 0.78829, 4.91249], [0.48692, 0.08064, 5.72230], [1.77256, 1.05523, 5.00909], [0.09645, 1.68058, 5.08245], [-3.15019, -1.75584, -3.51832], [-2.51917, -1.80611, -4.41460], [-3.75046, -2.67666, -3.50250], [-3.85354, -0.92306, -3.62330], [-3.00705, -1.80680, -1.37628], [-0.58868, -0.35445, 3.62437], [-0.20234, 1.48320, -3.02504], [1.62960, 2.78069, 1.06059], [-2.27024, 3.01180, 0.15243], [1.20186, 0.14565, -0.29538], [3.82372, -3.37402, -1.29467], [2.60549, -2.90668, -1.80723], [1.86467, -2.02481, -1.00670], [2.27247, -1.60952, 0.18909], [3.44648, -2.03131, 0.66789], [4.25512, -2.93367, -0.04502], [4.42145, -4.07793, -1.87158], [2.20239, -3.19578, -2.77595], [0.91035, -1.63942, -1.37357], [3.74386, -1.64429, 1.63379], [5.18163, -3.25191, 0.41502]],
  "atomic_forces_ev_per_a": [[-0.7, 3.0, -1.6], [0.5, 1.7, 2.9], [-1.8, 0.1, -2.4], [0.4, -0.7, -0.8], [-0.3, 0.5, -0.3], [0.3, 0.2, -0.4], [0.3, -0.3, 0.2], [-0.6, -0.2, 0.4], [0.4, 0.0, -0.5], [0.2, -0.3, 0.5], [-0.6, 0.2, 0.6], [0.1, -0.3, -0.3], [0.7, -0.2, 0.3], [0.3, 0.7, 0.1], [0.0, -0.3, -0.4], [0.5, 0.3, 0.2], [0.1, -0.1, 0.7], [0.1, -0.3, 0.0], [0.2, 0.2, 0.1], [0.0, -0.1, -0.1], [-0.2, 0.0, 0.1], [0.2, 0.4, 0.5], [0.2, -0.3, -0.2], [-0.1, -0.1, 0.3], [0.0, 0.3, 0.0], [0.0, 0.1, -0.1], [-0.1, 0.2, -0.4], [0.5, -0.2, -0.1], [-0.2, -0.1, 0.1], [0.0, 0.1, 0.0], [-0.2, 0.2, -0.1], [-0.4, -0.1, -0.6], [0.1, -0.5, 0.3], [0.2, 0.1, -0.1], [-0.3, 0.0, -0.1], [0.1, 0.1, 0.3], [-1.1, -7.2, 3.1], [0.8, 4.9, -2.1], [-0.3, 0.0, -0.1], [0.2, 0.3, 0.1], [0.2, -0.1, -0.1], [-0.1, -0.1, 0.3], [0.0, 0.1, 0.2], [-0.2, -0.2, 0.0], [0.2, 0.0, 0.0], [0.0, 0.2, -0.3], [0.0, 0.0, 0.2], [0.0, 0.2, -0.2], [-0.3, -0.1, -0.1], [0.2, -0.2, 0.0], [-0.1, 0.0, -0.2], [-0.1, 0.0, 0.3], [0.2, 0.2, 0.1], [0.2, -0.2, -0.1], [0.0, -0.1, -0.2], [0.2, 0.0, 0.1], [-0.1, -0.1, -0.2], [0.0, 0.0, 0.1], [0.8, -0.7, -0.3], [-1.3, 0.3, 0.5], [-0.2, -0.3, -0.6], [1.4, -1.3, -0.1], [-0.3, 0.5, 1.1], [0.3, -0.2, 0.1], [-1.5, 1.1, -0.1], [0.6, -0.6, -1.1], [-0.1, 0.2, 0.1], [0.3, 0.0, 0.1], [0.4, -0.1, 0.1], [0.0, -0.1, 0.2], [0.1, -0.2, -0.2]],
  "s2": 3.89,
  "charge": 3,
  "e_lumo_ha": [-0.4080, -0.5146],
  "spin_multiplicity": 4
}

No. 3
{
  "formula": "C22H44Br14O2",
  "method": "ωB97M-V/def2-TZVPD",
  "elements": ["C", "C", "C", "O", "C", "H", "H", "H", "H", "H", "H", "H", "H", "C", "C", "C", "O", "C", "H", "H", "H", "H", "H", "H", "H", "H", "Br", "C", "C", "Br", "H", "H", "H", "H", "Br", "C", "C", "Br", "H", "H", "H", "H", "Br", "C", "C", "Br", "H", "H", "H", "H", "Br", "C", "C", "Br", "H", "H", "H", "H", "Br", "C", "C", "Br", "H", "H", "H", "H", "Br", "C", "C", "Br", "H", "H", "H", "H", "Br", "C", "C", "Br", "H", "H", "H", "H"],
  "positions_angstrom": [[0.32284, 0.35579, -1.25730], [-0.75916, -0.04005, -0.25491], [-0.56223, 0.90832, 0.90576], [0.56572, 1.70823, 0.54305], [1.38294, 0.88989, -0.31914], [0.11106, 1.12935, -1.99544], [0.70447, -0.56688, -1.69449], [-0.61780, -1.09207, -0.00720], [-1.81241, 0.06950, -0.51328], [-0.39441, 0.35297, 1.82854], [-1.34848, 1.65982, 0.97760], [1.79292, 0.06320, 0.26106], [2.09167, 1.58352, -0.77154], [-0.98909, -1.65932, 4.24725], [-1.92766, -2.24114, 3.21867], [-3.15313, -2.45671, 4.07529], [-2.78815, -2.54793, 5.42493], [-1.35552, -2.53683, 5.44678], [-1.30826, -0.63778, 4.45386], [0.07538, -1.73700, 4.02599], [-1.48562, -3.20109, 2.95180], [-2.14320, -1.49366, 2.45519], [-3.60664, -3.42374, 3.85784], [-3.84694, -1.65018, 3.83813], [-0.87895, -3.51701, 5.46147], [-1.02583, -2.09880, 6.38886], [-0.69352, 4.16590, -1.36764], [-0.72240, 4.92095, 0.42554], [0.66551, 5.59810, 0.54095], [0.64506, 6.78045, 2.11685], [-0.91692, 4.10501, 1.12161], [-1.49532, 5.68919, 0.40299], [0.78543, 6.29677, -0.28706], [1.50524, 4.90315, 0.54133], [3.50969, -3.13512, -3.57728], [2.39163, -1.81490, -4.43586], [1.12739, -2.40928, -5.02712], [0.06999, -3.26184, -3.52846], [2.97797, -1.41034, -5.26087], [2.25619, -0.92006, -3.82839], [1.29896, -3.19251, -5.76550], [0.48866, -1.66722, -5.50617], [1.59028, -2.31193, 1.39819], [1.64488, -3.46488, -0.22808], [2.25279, -4.78767, 0.10807], [4.11323, -4.47134, 0.63210], [2.16111, -2.97936, -1.05625], [0.62769, -3.68430, -0.55252], [2.19041, -5.51339, -0.70283], [1.76129, -5.26092, 0.95810], [-2.37502, -0.31804, -4.45229], [-3.70413, 0.27235, -3.07110], [-3.26294, 1.66401, -2.61383], [-4.59652, 2.41262, -1.29396], [-3.76658, -0.50570, -2.31030], [-4.69488, 0.34626, -3.51951], [-3.21420, 2.39477, -3.42112], [-2.27152, 1.70517, -2.16272], [5.02668, 2.22281, 2.21658], [4.46355, 0.79066, 3.45728], [3.01202, 0.78209, 3.51175], [2.52222, -0.76110, 4.64137], [4.97226, 0.86444, 4.41845], [4.86108, -0.13839, 3.04868], [2.42853, 0.72217, 2.59303], [2.83377, 1.73675, 4.00668], [3.60422, 4.72765, -1.39693], [4.47941, 3.56830, -2.78597], [3.49285, 2.90449, -3.77464], [4.74611, 1.82632, -4.95394], [5.05349, 2.84192, -2.21071], [5.19506, 4.19850, -3.31397], [3.07431, 3.62452, -4.47783], [2.73917, 2.22059, -3.38430], [-5.74787, -2.77832, -1.57878], [-4.78853, -1.89667, -0.03971], [-5.58420, -0.61700, 0.19446], [-5.00769, 0.32485, 1.80282], [-3.76074, -1.60704, -0.25851], [-4.82201, -2.58462, 0.80510], [-6.59504, -1.00955, 0.30499], [-5.59157, 0.07029, -0.65151]],
  "atomic_forces_ev_per_a": [[0.7, -0.8, -0.2], [-1.0, -0.1, -0.3], [0.6, 0.8, -0.1], [0.9, -0.2, 0.7], [-1.2, 1.0, 0.5], [-0.4, -0.2, 0.0], [-0.1, 0.1, -0.7], [0.0, 0.1, 0.3], [0.0, -0.1, -0.8], [0.0, 0.2, 0.3], [-0.4, -0.4, 0.4], [0.6, 0.2, -0.1], [0.3, -0.4, 0.1], [0.3, -0.6, 0.8], [0.6, 0.2, 0.6], [-1.0, -1.0, -1.0], [1.0, 0.2, 0.6], [0.2, 1.3, 0.8], [0.4, 0.2, 0.2], [-0.2, 0.2, -0.2], [-0.2, 0.2, -0.9], [0.2, -0.6, -0.6], [-0.5, 0.1, -0.5], [-0.3, 0.0, 0.7], [-0.3, -0.4, -0.6], [-0.2, 0.2, 0.1], [-0.3, -0.3, -0.3], [1.1, 0.6, -0.4], [-1.0, 0.2, 0.1], [0.2, -0.4, -0.1], [0.1, 0.3, 0.0], [0.0, -0.3, 0.2], [0.0, -0.2, 0.1], [-0.2, 0.0, 0.4], [0.0, 0.2, 0.1], [0.1, 0.5, -1.2], [-0.4, -0.4, 1.0], [0.2, 0.5, -1.0], [0.2, -0.3, -0.2], [-0.4, -0.5, 0.6], [0.2, -0.1, 0.4], [0.0, 0.1, 0.4], [-0.1, -0.6, -0.8], [-0.6, -0.2, 0.0], [0.4, -0.2, 0.7], [0.0, -0.5, -0.2], [0.0, 0.3, 0.4], [-0.2, 0.5, 0.2], [0.3, 0.3, -0.3], [0.1, 0.2, 0.1], [-0.8, 0.2, 0.7], [0.2, 0.7, -0.3], [-0.1, 0.1, 0.3], [0.9, -0.3, -0.8], [0.4, 0.2, 0.0], [0.3, -0.2, -0.3], [-0.4, -0.2, -0.1], [-0.3, -0.3, 0.4], [0.0, -0.3, 0.5], [2.3, -1.3, -1.3], [-1.1, 0.7, 1.0], [0.0, 0.6, -0.1], [-0.3, 0.7, 0.0], [0.0, 0.1, -0.4], [0.4, -0.1, 0.0], [-1.2, -0.3, 0.3], [0.3, -0.6, -0.9], [-0.5, -0.1, 0.3], [1.5, 0.3, -0.3], [-0.8, 0.3, 0.5], [-0.3, 0.0, -0.1], [-0.3, 0.1, 0.0], [-0.1, -0.1, 0.3], [0.3, 0.2, 0.2], [0.9, 0.3, 0.7], [-0.1, 0.8, -0.3], [-0.8, -1.2, 0.0], [-0.1, -0.3, -0.4], [0.1, -0.7, -0.4], [-0.1, 0.1, -0.2], [-0.2, 0.8, 0.5], [0.3, -0.1, 0.3]],
  "smiles": "C1CCOC1.C1CCOC1.BrCCBr.BrCCBr.BrCCBr.BrCCBr.BrCCBr.BrCCBr.BrCCBr",
  "relative_energy_kj_mol": 0.0,
  "charge": 0,
  "e_lumo_ha": -0.0012
}

Molar mass? In order: 622.75 468.48 1459.25 g/mol.
Calculated total energy? In order: -3455.9432 -2881.3588 -37051.2703 hartree.